# 1
DFT (ωB97M-V/def2-TZVPD) results for a 2-piece molecular cluster, CH6S4Si overall at a distorted geometry.

Geometry as XYZ:
```
12
Properties=species:S:1:pos:R:3:forces:R:3
C -1.37078 -1.21055 0.53406 1.820 -0.342 -0.611
Si 1.31387 -0.05102 0.13772 -0.513 0.963 0.347
S -0.42741 2.36120 -0.28260 -0.633 0.383 -0.847
S 1.18579 -1.00084 -1.73748 0.949 0.945 -1.780
S 3.30523 0.40096 0.71536 1.692 -1.363 -4.099
S 0.05512 -0.94694 1.62477 0.802 -0.749 0.506
H -1.50679 -0.23868 0.16523 -1.289 1.192 -0.610
H -2.16093 -1.64863 1.08002 -0.892 -0.199 0.497
H -1.06158 -1.81087 -0.31899 -0.267 -0.312 0.184
H -0.14723 2.75245 0.94082 0.209 0.180 0.724
H 1.67510 0.14731 -2.49643 -0.819 -1.707 1.347
H 3.05835 0.65755 1.87933 -1.059 1.011 4.343
```
Forces are in eV/Å.

Calculated values
* LUMO energy (alpha / beta): 0.3 / -3.0 eV
* highest occupied orbital energy (alpha / beta): -5.8 / -9.2 eV
* E: -52351.3148 eV
* F_max: 0.0902 hartree/bohr
* expectation value of S²: 2.01
* ΔE to the lowest compared entry with this formula, charge and spin: 0.0 kJ/mol
* multiplicity: 3


# 2
DFT (ωB97M-V/def2-TZVPD) results for CH6Si3 as an isolated structure at a distorted geometry.

Geometry as XYZ:
```
10
Properties=species:S:1:pos:R:3:forces:R:3
C 0.76501 1.55168 -0.33268 2.113 -0.510 -2.012
Si -0.80257 -1.10141 0.89167 -0.821 0.837 0.096
Si -1.75492 0.46754 -0.42998 1.198 -1.867 -2.243
Si 1.07834 -0.09855 0.16290 -0.020 -0.218 0.135
H 1.47395 1.95231 -1.07163 -0.627 0.145 0.174
H 0.21611 2.21949 0.21479 -1.042 1.782 1.446
H -0.61550 -1.02960 2.28601 -0.292 0.095 1.661
H -0.76972 -2.44410 0.52472 -0.234 -1.829 -0.641
H -1.69614 -0.52015 -1.84883 -0.411 1.331 1.845
H 2.10544 -0.99721 -0.39698 0.135 0.234 -0.460
```
Forces are in eV/Å.

Calculated values
* LUMO energy (alpha / beta): -0.8 / -2.9 eV
* highest occupied orbital energy (alpha / beta): -5.4 / -8.3 eV
* E: -24759.7199 eV
* F_max: 0.0613 hartree/bohr
* expectation value of S²: 2.02
* multiplicity: 3


# 3
DFT (ωB97M-V/def2-TZVPD) results for a 2-piece molecular cluster, CH7BNO overall at a distorted geometry.

Geometry as XYZ:
```
11
Properties=species:S:1:pos:R:3:forces:R:3
B 2.49021 -0.65127 0.15534 0.480 2.330 -0.623
C -1.04266 -0.72832 -0.19750 0.812 3.501 -3.938
N -1.71228 0.69772 0.08867 -2.414 -0.589 -0.525
O 3.17752 0.36581 -0.01811 0.211 -0.180 -0.270
H 1.82876 -1.44291 0.52026 -1.140 -2.056 0.663
H -1.59816 -1.09426 -1.09223 0.508 0.059 0.913
H -1.12800 -1.27339 0.63886 -0.885 -1.915 3.017
H -1.48634 1.45215 -0.57546 0.349 -0.766 0.142
H -2.80882 0.68072 0.04519 2.315 -0.054 0.408
H -1.44748 1.04894 1.00384 -0.060 -0.118 0.088
H 3.72724 0.94481 -0.56885 -0.175 -0.213 0.125
```
Forces are in eV/Å.

Calculated values
* net charge: +1
* LUMO energy (alpha / beta): -4.5 / -4.5 eV
* highest occupied orbital energy (alpha / beta): -10.6 / -10.6 eV
* E: -5353.6969 eV
* F_max: 0.1037 hartree/bohr
* ΔE to the lowest compared entry with this formula, charge and spin: 469.0 kJ/mol